The following is a DFT calculation (wB97M-V/def2-TZVPD) of a molecular structure, C46H35BBrN9OPTa in a non-equilibrium geometry.

XYZ file:
```
95
Properties=species:S:1:pos:R:3:forces:R:3
Ta 0.65551 -0.06301 0.97892 -0.36 0.53 1.06
C -0.16492 3.45773 3.51337 -0.01 0.07 -0.01
C 0.11733 2.89085 2.28421 0.22 -0.01 0.08
N 0.42976 1.58699 2.42999 -0.16 0.06 0.00
N 0.35119 1.31942 3.76671 0.04 -0.02 -0.06
C 0.00258 2.42735 4.42255 0.05 -0.03 0.07
B 0.89673 -0.00170 4.35720 -0.01 0.03 0.14
N 2.27112 -0.23055 3.71122 0.02 0.21 -0.08
C 3.44488 -0.37971 4.32253 -0.08 -0.04 0.07
C 4.42674 -0.58017 3.37210 0.08 -0.02 -0.07
C 3.75264 -0.52925 2.16801 -0.04 -0.10 0.12
N 2.43651 -0.30475 2.35453 0.10 -0.16 -0.09
N 0.03443 -1.18299 3.91621 -0.12 -0.03 -0.03
C -0.53381 -2.17173 4.61374 -0.06 0.05 0.03
C -1.00743 -3.12217 3.72572 -0.01 -0.03 -0.02
C -0.67226 -2.63039 2.47240 0.02 -0.01 0.00
N -0.03726 -1.45526 2.59652 0.13 -0.13 0.08
H -0.42499 4.48139 3.71972 0.01 -0.02 -0.01
H 0.14912 3.35083 1.31524 -0.01 0.03 -0.01
H -0.07842 2.41675 5.49810 0.00 0.00 -0.03
H 0.97466 0.07372 5.54684 -0.01 -0.02 -0.10
H 3.50266 -0.34531 5.39913 -0.01 0.02 -0.04
H 5.47801 -0.74337 3.53283 -0.03 0.00 -0.02
H 4.15511 -0.66333 1.18939 0.12 0.00 -0.15
H -0.56048 -2.13613 5.69122 0.02 -0.01 -0.03
H -1.51009 -4.04521 3.95713 0.01 0.03 -0.01
H -0.85238 -3.05809 1.49947 0.01 -0.03 0.06
C 7.09278 0.08621 -1.31948 -0.01 -0.01 -0.02
C 6.34298 1.07850 -0.69471 -0.03 -0.04 0.00
C 4.97853 0.91442 -0.54560 -0.04 0.05 -0.07
C 4.35428 -0.24866 -1.00965 0.10 0.22 0.03
C 5.10363 -1.23490 -1.64446 0.09 -0.04 0.11
C 6.47493 -1.05953 -1.79602 0.01 -0.01 0.01
P 2.55453 -0.35421 -0.93623 -0.39 -0.23 0.00
C 2.15449 -2.02774 -1.49259 0.19 -0.03 -0.10
C 1.70103 -2.28350 -2.77994 -0.04 -0.05 -0.02
C 1.41695 -3.59027 -3.16185 -0.02 0.02 0.03
C 1.58636 -4.63251 -2.26090 0.00 0.00 0.01
C 2.04376 -4.37639 -0.97188 -0.01 0.03 -0.01
C 2.32579 -3.07497 -0.58699 0.01 -0.07 -0.03
C 1.97792 0.82678 -2.13422 0.10 0.09 -0.01
C 2.68020 1.02139 -3.29753 -0.01 0.02 -0.19
C 2.22696 1.93931 -4.26056 0.09 -0.09 0.04
C 1.08120 2.63696 -4.01922 -0.11 0.05 0.05
C 0.35557 2.47635 -2.81203 0.02 0.04 -0.10
C -0.80924 3.24583 -2.58517 0.04 0.04 -0.13
C -1.48442 3.12487 -1.41388 -0.07 -0.02 0.13
C -1.01661 2.23925 -0.42085 0.01 0.03 -0.24
C 0.11771 1.46111 -0.55394 0.11 0.05 0.06
C 0.81229 1.56972 -1.81987 -0.17 0.16 0.11
H 8.16058 0.21351 -1.44011 -0.01 -0.01 0.00
H 6.82109 1.97819 -0.33084 0.00 -0.01 -0.02
H 4.39483 1.70357 -0.08256 -0.02 -0.03 0.03
H 4.63587 -2.13658 -2.01772 -0.01 0.03 0.00
H 7.05729 -1.82431 -2.29245 0.00 0.01 0.01
H 1.57079 -1.47190 -3.48480 -0.01 -0.02 0.00
H 1.06910 -3.79295 -4.16669 0.02 0.00 0.01
H 1.37094 -5.64894 -2.56466 0.01 0.02 0.01
H 2.18775 -5.19087 -0.27408 -0.01 0.01 0.00
H 2.69079 -2.88261 0.41918 0.00 0.00 -0.01
H 3.59019 0.46271 -3.48509 -0.01 0.01 0.02
H 2.78760 2.08754 -5.17314 -0.01 -0.01 0.00
H 0.71287 3.35028 -4.74675 0.00 -0.01 0.01
H -1.14855 3.92919 -3.35547 0.03 -0.01 0.02
H -2.37631 3.70943 -1.23152 -0.05 0.01 0.01
H -1.59966 2.19607 0.48368 -0.02 0.08 -0.02
Br -5.27186 4.78391 -2.52192 0.06 0.05 0.00
C -5.59942 2.98040 -2.08494 0.09 -0.02 -0.06
C -4.73503 1.99971 -2.55554 -0.05 -0.06 0.03
C -4.96154 0.67262 -2.22761 0.03 0.06 -0.19
C -6.06409 0.33714 -1.44928 -0.13 -0.42 0.11
C -6.95423 1.31830 -1.04031 -0.08 0.18 0.10
C -6.71322 2.65277 -1.33187 -0.07 -0.11 0.07
N -6.47405 -1.00687 -1.09676 0.27 0.10 -0.18
N -5.67784 -1.91797 -0.83951 0.10 0.26 -0.01
C -4.26004 -1.70334 -0.72743 -0.25 0.01 0.20
C -3.40603 -2.46019 -1.48191 0.17 -0.01 -0.12
C -2.00067 -2.35293 -1.33521 -0.28 -0.29 -0.24
C -1.52670 -1.50666 -0.39292 0.80 0.40 0.00
O -0.19583 -1.28647 -0.12168 -0.21 -1.05 -0.52
C -2.36922 -0.74891 0.42346 0.01 0.25 0.25
N -1.74000 0.05314 1.33074 0.06 0.15 -0.37
C -2.48600 0.73538 2.16975 -0.11 -0.07 0.08
C -3.89306 0.66451 2.15813 0.13 0.01 0.06
C -4.52525 -0.11654 1.23113 -0.06 -0.08 -0.03
C -3.75368 -0.85320 0.30227 -0.17 0.02 0.09
H -3.90165 2.26935 -3.18946 0.00 0.00 0.01
H -4.31105 -0.08683 -2.63542 0.02 -0.01 0.02
H -7.84039 1.02401 -0.49142 0.01 0.01 -0.03
H -7.39894 3.42168 -1.00389 0.01 -0.01 0.00
H -3.81941 -3.13270 -2.22242 0.01 -0.01 0.02
H -1.32230 -2.93055 -1.95169 -0.04 0.01 0.03
H -1.97177 1.36891 2.88208 -0.09 0.00 -0.01
H -4.45558 1.23013 2.88743 0.02 0.00 -0.01
H -5.60495 -0.19104 1.22174 0.03 0.03 0.00
```
Forces are in eV/Å.

## Properties
E_tot = -5338.8852 Eh
Kohn-Sham gap = 0.2368 hartree
multiplicity = 1
net charge = +2

The following is a DFT calculation (wB97M-V/def2-TZVPD) of a molecular structure, C46H35F5LiN5OP2.

XYZ file:
```
95
Properties=species:S:1:pos:R:3:forces:R:3
Li -0.00328 1.30261 1.56110 -0.07 0.05 -0.02
C 0.44327 -1.76387 -5.45998 0.00 -0.01 -0.01
C 1.00528 -0.52658 -4.73823 0.00 0.01 0.01
C 1.82775 0.31690 -5.72520 0.00 0.00 0.00
C -0.15971 0.29263 -4.20140 -0.01 0.01 -0.02
C -1.05483 0.93711 -5.05779 0.04 -0.03 -0.01
C -2.16141 1.60899 -4.57524 -0.04 0.03 0.00
C -2.42458 1.63095 -3.20895 -0.02 0.00 -0.02
C -1.56122 1.00637 -2.32610 0.03 -0.03 0.02
P -1.79203 0.84300 -0.51549 0.01 0.03 0.09
C -2.26931 -0.92238 -0.42746 0.00 0.00 0.06
C -2.76560 -1.64072 -1.51300 -0.01 -0.03 -0.03
C -3.14280 -2.96770 -1.36160 0.02 0.02 0.00
C -3.04331 -3.58420 -0.12096 0.01 0.01 0.01
C -2.55346 -2.87401 0.96529 -0.02 -0.01 0.00
C -2.15742 -1.55347 0.80915 0.00 -0.01 -0.05
C -3.37824 1.70150 -0.22532 0.02 0.04 -0.05
C -4.52646 1.05250 0.21804 0.04 -0.01 0.01
C -5.66062 1.78392 0.54892 0.00 0.01 0.00
C -5.66328 3.16465 0.42637 0.00 -0.01 0.00
C -4.52542 3.81952 -0.02795 0.01 0.00 0.03
C -3.38859 3.09322 -0.33923 0.00 -0.02 0.02
C -0.42877 0.37317 -2.84750 -0.02 0.04 0.00
O 0.37638 -0.20083 -1.89939 -0.01 -0.02 0.01
C 1.56174 -0.76466 -2.26247 0.01 0.01 0.01
C 2.40330 -1.10920 -1.20013 -0.06 0.04 0.00
C 3.58880 -1.77035 -1.49461 0.03 -0.01 0.00
C 3.92964 -2.05484 -2.80860 0.01 0.00 0.01
C 3.09898 -1.64574 -3.83746 -0.01 0.01 -0.01
C 1.90037 -0.98115 -3.59201 0.00 -0.01 -0.01
P 1.94237 -0.57050 0.49396 0.00 -0.04 0.09
C 3.62269 -0.46505 1.22920 0.00 0.04 -0.03
C 4.45047 0.55483 0.75241 -0.02 -0.01 0.01
C 5.70864 0.75891 1.29253 0.01 0.00 0.00
C 6.15473 -0.04650 2.33831 0.01 0.00 -0.01
C 5.33447 -1.05287 2.82490 -0.01 0.00 0.01
C 4.07609 -1.26525 2.26922 -0.01 0.00 0.01
C 1.26300 -2.07192 1.27686 0.09 -0.08 -0.02
C 0.74151 -1.92984 2.56394 0.01 0.02 -0.04
C 0.24023 -3.02756 3.24498 -0.02 0.00 -0.01
C 0.23452 -4.27495 2.63498 0.01 -0.02 0.01
C 0.72460 -4.41978 1.34503 0.01 0.01 -0.01
C 1.24465 -3.32415 0.66912 -0.02 0.02 0.02
H -0.20042 -1.46374 -6.28882 0.01 0.00 0.01
H -0.14411 -2.37514 -4.77293 0.00 0.00 -0.01
H 1.25359 -2.37679 -5.85927 -0.01 0.00 0.00
H 1.21205 0.64585 -6.56238 0.01 0.00 0.01
H 2.65552 -0.26053 -6.13719 -0.01 0.00 0.00
H 2.23562 1.19943 -5.23092 0.00 0.00 0.00
H -0.88668 0.89828 -6.12704 0.00 0.00 0.01
H -2.83759 2.09880 -5.26375 0.00 -0.01 0.01
H -3.31348 2.12102 -2.83225 0.01 -0.01 -0.02
H -2.86071 -1.16654 -2.48277 -0.01 0.00 0.01
H -3.52236 -3.51810 -2.21354 0.00 0.00 0.00
H -3.34676 -4.61710 -0.00305 0.00 0.01 0.00
H -2.47247 -3.34149 1.93782 0.00 0.00 -0.01
H -1.76860 -1.00505 1.65634 -0.03 -0.01 0.03
H -4.53393 -0.02488 0.32354 -0.01 0.00 0.00
H -6.54251 1.26978 0.90972 0.01 0.00 0.00
H -6.54414 3.73264 0.69706 0.00 -0.01 -0.01
H -4.51494 4.89889 -0.10812 0.00 -0.01 -0.01
H -2.49004 3.61219 -0.65460 0.00 0.01 0.01
H 4.25657 -2.05354 -0.69064 -0.01 0.00 -0.01
H 4.85020 -2.57837 -3.03039 0.00 0.00 0.01
H 3.38822 -1.85149 -4.86083 0.00 0.00 0.01
H 4.09967 1.19452 -0.05126 0.02 0.00 0.00
H 6.34428 1.54404 0.90121 0.00 -0.01 0.00
H 7.13996 0.10558 2.76149 0.00 0.00 0.00
H 5.67465 -1.68281 3.63712 -0.01 0.00 -0.01
H 3.44470 -2.05382 2.65916 0.02 0.00 -0.01
H 0.71241 -0.95251 3.03768 -0.01 -0.01 0.00
H -0.17305 -2.89746 4.23668 0.01 0.00 0.00
H -0.16621 -5.13247 3.16123 0.00 0.01 -0.01
H 0.70332 -5.38819 0.86115 0.00 0.00 0.00
H 1.62957 -3.44329 -0.33596 0.00 -0.01 0.00
N 4.40174 2.54769 4.12258 -0.05 0.00 0.06
N 3.23615 2.82128 3.42554 0.00 -0.03 0.01
N 2.76796 4.03645 3.27355 -0.01 0.00 -0.02
C 1.63777 3.79053 2.61756 0.02 -0.05 0.02
N 1.46685 2.48292 2.39738 -0.02 0.04 -0.06
N 2.50344 1.87378 2.93527 0.00 0.05 0.01
H 5.00395 3.35455 4.01046 0.02 0.01 -0.02
H 4.82204 1.73086 3.68555 0.02 -0.01 -0.02
H 0.94019 4.54986 2.31207 0.00 -0.01 0.00
F -2.01051 -0.79515 4.01458 0.00 0.03 0.00
C -2.37254 0.50195 3.75910 0.00 0.01 0.01
C -1.59068 1.28832 2.95029 0.07 -0.06 -0.08
C -2.07527 2.55967 2.78614 -0.02 -0.01 -0.03
F -1.37216 3.43334 1.97144 0.02 0.00 0.03
C -3.23930 3.05974 3.33783 -0.01 0.03 0.00
F -3.65139 4.32202 3.13522 0.00 -0.01 -0.01
C -3.99170 2.21209 4.13125 0.01 0.01 -0.01
F -5.13068 2.64242 4.68872 -0.02 0.01 0.01
C -3.55443 0.91656 4.34902 -0.01 -0.02 -0.01
F -4.28687 0.10068 5.12372 -0.01 -0.01 0.01
```
Forces are in eV/Å.

## Properties
E_tot = -3312.4987 Eh
Kohn-Sham gap = 0.3038 hartree
multiplicity = 1

How do the records compare in energy above the lowest of the compared OMol25 structures with the same formula, charge and spin? In the order shown, they have 33.08; 1.57 kJ/mol.
How do the records compare in HOMO level? In the order shown, they have -12.804; -7.979 eV.